No. 1
Formula: C2H3NOPS
Source: the Open Molecules 2025 dataset
Level of theory: ωB97M-V/def2-TZVPD

Structure (XYZ):
```
9
Properties=species:S:1:pos:R:3:mulliken_charge:R:1
C 0.0061 0.0439 0.0307 0.571
C 0.4122 -0.8156 -1.0459 -0.860
N -1.3171 0.6833 0.1066 -0.194
O -1.4157 1.4006 1.2101 -0.007
P -0.3063 1.5326 2.2984 0.531
S 1.0349 0.1926 1.3934 -0.002
H 1.2914 -1.4242 -0.6147 0.357
H 0.7151 -0.2042 -1.9098 0.290
H -0.4206 -1.4090 -1.4688 0.315
```

Maximum force   0.122 hartree/bohr
Total charge   +1
LUMO level (spin up / spin down)   -6.79 / -6.79 eV
Frontier orbital gap (spin up / spin down)   8.63 / 8.63 eV
Energy relative to the best compared isomer or geometry (same formula, charge and spin)   6.77 kcal/mol
Spin multiplicity   1


No. 2
Formula: C10H17ClHfNbO
Source: the Open Molecules 2025 dataset
Level of theory: ωB97M-V/def2-TZVPD

Structure (XYZ):
```
31
Properties=species:S:1:pos:R:3:mulliken_charge:R:1
C -2.7508 -1.8008 0.0258 -1.288
C -1.1586 -1.5304 0.1286 0.472
C -0.4667 -2.6612 -0.7362 -1.254
Nb 1.7827 -2.7029 -0.6392 -0.458
Cl 1.9566 -0.7599 0.8550 -0.364
O -0.9488 -0.2046 -0.4110 -0.121
C -1.3250 0.7733 0.5470 -0.734
C -0.4171 2.0525 0.4499 0.712
C -0.3589 2.7359 -0.9570 -0.064
C 0.4340 3.9367 -1.0902 -0.598
C 1.1558 4.4675 0.1240 -0.001
C 1.1448 3.7922 1.5173 -0.566
C 0.3560 2.5888 1.6593 -0.152
H -2.9971 -2.8787 -0.1617 0.422
H -3.0704 -1.2454 -0.9140 0.372
H -3.3258 -1.3317 0.8712 0.328
H -0.8858 -1.6404 1.2137 0.400
H -0.8375 -3.6609 -0.3324 0.498
H -0.8782 -2.6007 -1.7924 0.444
H 1.8308 -1.6980 -2.1579 0.162
H 3.6232 -2.7676 -0.7472 0.189
H 1.8037 -3.7815 0.8841 0.179
H 1.7712 -4.2032 -1.6647 0.213
H -2.3709 1.1466 0.2328 0.400
H -1.4189 0.3988 1.6017 0.540
H -0.9341 2.2547 -1.8010 0.456
H 0.4595 4.4315 -2.0959 0.436
H 1.7384 5.4214 -0.0040 0.443
H 1.7224 4.2354 2.3753 0.446
H 0.3119 2.0480 2.6475 0.420
Hf 4.0538 -4.8154 0.3714 1.068
```

Maximum force   0.127 hartree/bohr
Total charge   +3
LUMO level   -15.04 eV
Frontier orbital gap   2.59 eV
Spin multiplicity   1


What did the first record say?
Formula: C2H3NOPS
Source: the Open Molecules 2025 dataset
Level of theory: ωB97M-V/def2-TZVPD

Structure (XYZ):
```
9
Properties=species:S:1:pos:R:3:mulliken_charge:R:1
C 0.0061 0.0439 0.0307 0.571
C 0.4122 -0.8156 -1.0459 -0.860
N -1.3171 0.6833 0.1066 -0.194
O -1.4157 1.4006 1.2101 -0.007
P -0.3063 1.5326 2.2984 0.531
S 1.0349 0.1926 1.3934 -0.002
H 1.2914 -1.4242 -0.6147 0.357
H 0.7151 -0.2042 -1.9098 0.290
H -0.4206 -1.4090 -1.4688 0.315
```

Maximum force   0.122 hartree/bohr
Total charge   +1
LUMO level (spin up / spin down)   -6.79 / -6.79 eV
Frontier orbital gap (spin up / spin down)   8.63 / 8.63 eV
Energy relative to the best compared isomer or geometry (same formula, charge and spin)   6.77 kcal/mol
Spin multiplicity   1